# 1
ORCA calculation (wB97M-V/def2-TZVPD) on C16H60CsO18 as an isolated structure.

Positions of all 95 atoms, in Å:
Cs  1.270988  -1.932280  -0.413978
O  -2.375064  3.520384  -0.438926
O  -2.481925  0.955550  -0.287599
O  3.020646  2.050549  -2.014520
O  -4.374688  0.162004  1.370907
O  -1.425629  -1.032313  -0.207509
O  -0.139331  -1.628598  -3.213520
O  0.158013  0.174470  1.601682
O  3.527704  -0.572904  -2.099510
O  -0.220244  -4.826106  -0.867973
O  -2.105657  -3.272776  -1.905717
O  3.297233  -3.359879  3.112414
O  -2.521301  0.053648  3.600764
O  -0.057036  -4.521097  -3.789847
O  -1.669312  0.134569  -2.132546
O  3.680237  0.720975  3.083402
O  -0.183530  4.865171  0.115463
O  0.291918  1.902379  -2.406774
O  1.438398  -0.961743  3.958039
C  -0.293736  2.713445  -3.434015
C  4.726207  -0.683199  -2.827655
C  -1.902368  0.004742  -0.863686
C  4.141838  1.320644  4.229466
C  -0.438860  6.105324  -0.598630
C  -5.092200  -1.079258  1.140017
C  -3.016021  0.601186  4.799206
C  -0.867585  -4.766882  0.394823
C  0.631184  -0.896091  -4.076412
C  4.531967  -2.688413  3.188056
C  0.348249  1.601015  1.587046
C  -3.558472  4.096287  0.154601
C  0.410321  -0.214527  4.606099
C  -3.487198  -3.327584  -1.981586
C  0.629446  -4.523358  -5.117973
C  3.137885  2.984482  -0.960663
H  5.079255  1.851296  4.066761
H  -1.844381  -4.246877  0.258497
H  0.071990  -3.878891  -5.814083
H  -1.284542  2.286945  -3.790136
H  -1.853806  -2.442565  -1.401292
H  4.912706  -2.256373  2.217284
H  -0.832931  -1.005213  -2.763489
H  2.596398  -2.750529  3.376560
H  -3.632511  0.316222  0.715370
H  -3.151818  0.020503  2.847800
H  -4.409255  4.039237  -0.551072
H  3.487097  2.121976  4.522088
H  0.446444  6.705972  -0.786165
H  5.256140  -3.423604  3.591658
H  -2.522350  2.569752  -0.569839
H  3.287214  0.403864  -2.148169
H  1.283565  1.771112  2.045883
H  4.423889  0.583712  5.002681
H  -1.105353  6.835985  -0.110539
H  -5.780402  -1.202086  1.971352
H  -0.831542  -4.512107  -1.552035
H  2.041536  2.081716  -2.189038
H  5.255471  -1.431128  -2.332047
H  4.474281  -1.795890  3.812253
H  -3.927484  -2.504231  -1.432099
H  -3.912547  -3.331504  -2.987833
H  -0.406890  2.201366  2.024416
H  1.641405  -4.071866  -5.132390
H  0.458096  1.922746  0.584453
H  -4.419149  -1.975007  1.105699
H  3.497239  2.511686  -0.047067
H  5.291873  0.222547  -2.755250
H  -0.347677  -4.221192  1.179541
H  -0.293492  -3.634490  -3.641140
H  -0.655802  -0.043753  1.113419
H  -0.563773  3.714799  -2.890702
H  -1.040141  -5.765453  0.743618
H  -2.946511  -0.136232  5.584976
H  2.749208  0.475855  3.228005
H  0.410751  2.946080  -4.222648
H  2.160406  3.411884  -0.780256
H  0.786625  0.772412  4.689557
H  0.568380  -5.521638  -5.516898
H  4.630146  -0.971259  -3.865318
H  -0.524936  -0.254306  4.151339
H  -0.958544  5.859821  -1.577490
H  0.213758  0.043985  -4.291671
H  -3.845959  -4.276415  -1.538698
H  -2.265350  1.416487  5.124862
H  -4.062274  1.084273  4.762264
H  3.757854  3.808349  -1.169889
H  0.286066  -0.623957  5.638882
H  -0.965158  4.275881  0.089804
H  1.193764  -0.845356  3.030248
H  0.906139  -1.463394  -5.005618
H  -0.462471  1.510848  -1.974537
H  1.608214  -0.676513  -3.578605
H  -5.695950  -0.986760  0.190839
H  -3.437530  5.194711  0.348759
H  -3.827454  3.606748  1.094196

Cartesian forces (eV/Å) of the 6 atoms listed first:
0.13 -0.18 -0.28
-0.96 1.80 0.49
-0.90 0.34 1.44
-1.02 0.36 -0.51
-0.22 -1.09 0.24
-1.16 0.63 -0.70

## Properties
Gap between HOMO and LUMO ... 7.947 eV
Charge ... -1

Atom charges from the Mulliken analysis, given in e for atoms 1 to 2: Cs 1.48; O -0.40


# 2
ORCA calculation (wB97M-V/def2-TZVPD) on a 2-piece molecular cluster, C4H11N3 overall.

Positions of all 18 atoms, in Å:
N  0.509783  0.454892  -1.873698
N  2.047239  -1.732555  0.156025
N  -0.479256  0.578475  -0.908375
C  -1.794473  -0.433115  0.930452
C  -0.212604  1.905405  -0.308060
C  -0.754973  -0.494504  -0.059116
C  1.475410  -1.030112  1.041466
H  -0.813393  -1.373343  -0.582356
H  0.535666  -0.515717  -2.108992
H  -0.587112  1.750856  0.689495
H  2.888767  -2.302200  0.218385
H  0.830738  1.923484  -0.152281
H  1.867826  -0.980749  2.132106
H  -0.547370  2.638646  -1.004764
H  -2.572203  -1.129971  0.608576
H  -1.545965  -0.391675  2.050648
H  1.453419  0.577697  -1.578709
H  -2.301500  0.554489  0.749199

Cartesian forces (eV/Å) of the 6 atoms listed first:
-0.77 -1.32 -2.19
-1.07 0.64 -0.52
0.47 0.74 1.82
-2.19 2.59 1.77
-1.08 -2.68 0.44
3.42 2.04 0.04

## Properties
Gap between HOMO and LUMO (alpha / beta) ... 7.534 / 7.201 eV
ΔE to the lowest compared entry with this formula, charge and spin ... 664.8 kJ/mol

Atom charges from the Mulliken analysis, given in e for atoms 1 to 2: N -0.83; N -0.42


# 3
ORCA calculation (wB97M-V/def2-TZVPD) on a 2-piece molecular cluster, C5H13NS overall.

Positions of all 20 atoms, in Å:
S  -0.528962  -1.288507  -1.738101
N  0.799822  -1.801478  0.716693
C  2.236274  -0.523903  2.245285
C  -1.191069  1.418353  -1.445257
C  -1.761806  0.011693  -1.660219
C  -0.818871  1.668472  0.009071
C  1.893031  -0.942977  1.016479
H  -1.900407  2.177923  -1.759867
H  -2.325274  -0.009380  -2.598859
H  -2.469896  -0.186400  -0.863585
H  3.055512  0.197872  2.345311
H  2.475922  -0.644323  0.139880
H  -0.144889  0.870291  0.410523
H  -0.329926  1.534167  -2.132412
H  -0.004436  -1.138487  -0.303995
H  -1.741000  1.669955  0.644322
H  0.328773  -2.133491  1.546250
H  0.978482  -2.585367  0.133958
H  -0.289340  2.614467  0.123431
H  1.738062  -0.908881  3.171092

Cartesian forces (eV/Å) of the 6 atoms listed first:
0.35 0.34 0.92
0.60 0.74 1.97
-0.34 -0.38 -0.15
0.61 -0.30 -0.39
-0.49 0.79 -0.44
0.03 -0.61 0.57

## Properties
Structure (SMILES) ... C=CN.CCCS
Gap between HOMO and LUMO ... 8.784 eV
ΔE to the lowest compared entry with this formula, charge and spin ... 151.9 kJ/mol

Atom charges from the Mulliken analysis, given in e for atoms 1 to 2: S -0.36; N -0.54